[1]
{
  "formula": "CH4N2O",
  "method": "wB97M-V/def2-TZVPD",
  "species": ["C", "H", "H", "H", "H", "N", "N", "O"],
  "coordinates": [[-0.70210, 0.29445, -0.61558], [1.28856, 0.91785, 0.15518], [0.76256, -1.07900, 2.55208], [-0.44346, -1.82428, -0.35446], [-1.62246, -0.07738, -1.27963], [1.08140, -0.82609, 0.73862], [-0.33326, -0.66387, 0.36556], [-0.12620, 1.34074, -0.63862]],
  "e_above_lowest_ev": 10.732,
  "e_homo_ha": -0.3236,
  "lumo_energy_ev": -0.766,
  "total_energy_ha": -224.8976
}

=====

[2]
{
  "formula": "C4H7NSSi",
  "method": "wB97M-V/def2-TZVPD",
  "species": ["C", "C", "C", "C", "N", "Si", "S", "H", "H", "H", "H", "H", "H", "H"],
  "coordinates": [[-1.94617, 1.06963, 0.08494], [-0.62050, 0.75440, -0.04488], [-0.45746, -0.63154, 0.04596], [0.50088, 1.74374, -0.17538], [-1.56764, -1.30953, 0.29177], [1.56474, -2.04017, -0.00126], [-2.84948, -0.39725, 0.21058], [-2.49900, 1.93812, -0.01146], [1.34939, 1.16646, 0.27358], [0.59155, 2.04902, -1.30018], [0.13591, 2.49662, 0.51913], [2.31541, -1.30320, 1.04537], [2.07107, -1.91923, -1.35461], [1.41133, -3.61708, 0.41643]],
  "e_above_lowest_ev": 1.592,
  "e_homo_ha": -0.3345,
  "lumo_energy_ev": 0.376,
  "total_energy_ha": -898.9365
}

=====

[3]
{
  "formula": "CH12O7",
  "method": "wB97M-V/def2-TZVPD",
  "species": ["O", "C", "O", "H", "H", "H", "H", "O", "H", "H", "O", "H", "H", "O", "H", "H", "O", "H", "H", "O"],
  "coordinates": [[1.11091, 1.21315, -0.80072], [1.90222, 0.29620, -0.13171], [1.87664, -0.93224, -0.62758], [2.97275, 0.59917, -0.22851], [1.57286, 0.49021, 0.94385], [-2.13664, 2.02860, 1.70781], [-2.21771, 0.85087, 0.63710], [-1.57477, 1.42887, 1.22895], [-3.76860, 0.68148, -0.60939], [-1.57465, -0.24260, -1.31738], [-2.86353, 0.36574, -0.64029], [0.47711, -3.08277, 0.27382], [1.01813, -1.46046, -0.16538], [0.06522, -2.20630, 0.25886], [-0.42604, -1.16474, -0.91887], [0.57177, 0.59016, -1.32773], [-0.67377, -0.49776, -1.58453], [0.74610, -0.48192, 1.70679], [-0.01369, 0.89735, 1.67010], [0.86000, 0.47487, 1.85505]],
  "e_above_lowest_ev": 8.452,
  "e_homo_ha": -0.3047,
  "lumo_energy_ev": -4.866,
  "total_energy_ha": -571.6841
}

=====

[4]
{
  "formula": "C2H4BrClO2S",
  "method": "wB97M-V/def2-TZVPD",
  "species": ["C", "C", "O", "O", "S", "Cl", "Br", "H", "H", "H", "H"],
  "coordinates": [[1.16033, 0.89485, -0.32709], [-1.15594, -0.63238, 0.62442], [0.20976, -1.28065, -1.55529], [1.16819, -1.55981, 0.69758], [0.43832, -0.75427, -0.24867], [-2.23569, -1.78968, 0.18653], [-2.35792, 1.88213, -0.01454], [1.38193, 1.10855, -1.36545], [0.43705, 1.59916, 0.05848], [2.05863, 0.88997, 0.27522], [-1.10467, -0.35787, 1.66882]],
  "e_above_lowest_ev": 1.572,
  "e_homo_ha": [-0.3669, -0.3669],
  "lumo_energy_ev": [-2.887, -2.888],
  "total_energy_ha": -3661.3701
}

=====

[5]
{
  "formula": "C42H36InN3P2S4",
  "method": "wB97M-V/def2-TZVPD",
  "species": ["In", "S", "C", "C", "C", "C", "N", "C", "C", "C", "S", "C", "N", "H", "H", "C", "S", "C", "C", "C", "N", "P", "C", "C", "C", "C", "C", "C", "C", "C", "C", "C", "C", "C", "P", "C", "C", "C", "C", "C", "C", "C", "C", "C", "C", "C", "C", "H", "H", "H", "H", "H", "H", "H", "H", "H", "H", "H", "H", "H", "H", "H", "H", "H", "H", "H", "H", "H", "H", "H", "H", "H", "H", "H", "H", "H", "S", "C", "C", "C", "C", "C", "C", "H", "H", "H", "H", "H"],
  "coordinates": [[-1.78365, -0.04557, 1.80461], [-1.42895, -0.05665, 4.24757], [-2.12175, 1.53485, 4.55022], [-2.46579, 1.81795, 5.87153], [-2.98223, 3.04875, 6.24901], [-3.30905, 3.28337, 7.62322], [-3.56578, 3.47320, 8.72681], [-3.18030, 4.03676, 5.27748], [-2.86365, 3.75802, 3.95550], [-2.33537, 2.52885, 3.56900], [-1.95701, 2.35571, 1.85218], [-3.69880, 5.32588, 5.62020], [-4.10389, 6.36554, 5.89424], [-2.32275, 1.05673, 6.62605], [-3.02985, 4.51967, 3.20593], [3.91201, 0.29396, -4.99320], [3.57198, -1.29190, -4.21052], [4.06643, -0.88932, -2.51577], [3.03810, -0.08075, -1.73677], [1.73679, -0.84746, -1.53360], [0.81441, -0.11819, -0.64876], [-0.64423, 0.61567, -1.19384], [-0.05782, 1.83019, -2.41480], [0.27446, 1.50279, -3.72994], [0.75947, 2.47804, -4.58713], [0.92127, 3.78319, -4.13831], [0.58328, 4.11811, -2.83596], [0.08607, 3.14643, -1.97877], [-1.44656, -0.62351, -2.25717], [-2.45444, -0.18362, -3.11585], [-3.09141, -1.07237, -3.96525], [-2.73563, -2.41383, -3.95935], [-1.76900, -2.86786, -3.07686], [-1.13492, -1.97916, -2.22136], [0.69515, -0.37967, 1.02187], [1.80153, -1.73036, 1.44545], [3.15736, -1.52916, 1.69538], [3.97539, -2.61671, 1.95657], [3.44629, -3.90043, 1.97344], [2.09465, -4.10523, 1.73488], [1.27261, -3.02078, 1.47346], [1.47425, 1.10868, 1.72788], [1.59073, 1.25048, 3.11055], [2.12421, 2.40971, 3.64783], [2.55145, 3.43444, 2.81338], [2.46219, 3.28689, 1.43860], [1.92806, 2.12629, 0.89493], [3.66836, 0.19300, -6.04947], [4.96791, 0.54857, -4.90416], [3.30393, 1.09366, -4.57411], [5.02219, -0.36425, -2.55834], [4.25172, -1.84382, -2.01760], [2.82702, 0.86535, -2.24387], [3.45274, 0.17620, -0.75626], [1.96056, -1.83350, -1.11462], [1.24371, -1.01961, -2.48910], [0.14403, 0.48823, -4.08731], [1.00773, 2.22048, -5.60884], [1.29844, 4.54235, -4.81112], [0.68991, 5.13820, -2.49093], [-0.20803, 3.40903, -0.96824], [-2.72833, 0.86549, -3.13809], [-3.86297, -0.71625, -4.63532], [-3.22797, -3.10837, -4.62853], [-1.50902, -3.91655, -3.04479], [-0.38332, -2.35392, -1.53634], [3.56546, -0.52643, 1.69720], [5.02742, -2.46142, 2.15498], [4.09027, -4.74405, 2.18361], [1.68089, -5.10414, 1.75992], [0.21281, -3.17356, 1.29642], [1.24626, 0.46996, 3.77519], [2.19564, 2.51625, 4.72224], [2.95612, 4.34433, 3.23665], [2.80302, 4.07701, 0.78175], [1.86853, 2.01712, -0.17884], [-3.68472, -1.48067, 1.57153], [-3.45102, -2.77895, 0.37797], [-2.55044, -3.81660, 0.62496], [-2.52852, -4.93778, -0.18843], [-3.41726, -5.04522, -1.25130], [-4.30309, -4.01112, -1.50625], [-4.31535, -2.87773, -0.70513], [-1.89889, -3.75276, 1.48863], [-1.83643, -5.74254, 0.02675], [-3.41912, -5.93133, -1.87313], [-4.99689, -4.08394, -2.33429], [-5.01863, -2.07833, -0.89795]],
  "e_homo_ha": -0.2830,
  "lumo_energy_ev": -0.407,
  "total_energy_ha": -4252.0346
}

=====

[6]
{
  "formula": "CH3NS",
  "method": "wB97M-V/def2-TZVPD",
  "species": ["C", "N", "S", "H", "H", "H"],
  "coordinates": [[0.51078, 0.50470, -0.04698], [-0.71744, -0.45352, -0.03833], [2.04090, -0.14175, -0.19601], [0.07427, 1.57193, 0.06736], [-1.68325, -0.17353, 0.14773], [-0.22526, -1.30782, 0.06624]],
  "e_above_lowest_ev": 1.216,
  "e_homo_ha": [-0.3327, -0.3327],
  "smiles": "NC=S",
  "lumo_energy_ev": [0.102, 0.102],
  "total_energy_ha": -492.7951
}

=====

[7]
{
  "formula": "C5H9N3",
  "method": "wB97M-V/def2-TZVPD",
  "species": ["C", "C", "C", "C", "C", "H", "H", "H", "H", "H", "H", "H", "H", "H", "N", "N", "N"],
  "coordinates": [[-1.29904, 1.24688, -0.95536], [0.74924, 0.97533, -0.12080], [0.92293, -0.12014, 1.08072], [-0.28203, -1.81168, -0.03348], [-0.45490, -0.59567, 0.57639], [-0.97080, 1.80771, -2.03017], [-2.20796, 0.57243, -1.13779], [-1.58534, 1.90374, 0.04878], [0.38417, 1.96241, 0.28969], [1.52157, 1.01852, -0.78141], [0.99553, 0.09013, 2.12832], [2.46786, -1.10067, 0.42347], [-1.15766, -2.41221, -0.48386], [-1.24750, -0.27400, 1.01267], [-0.36525, 0.27176, -0.70848], [1.62374, -1.34397, 0.80814], [0.90544, -2.19056, -0.11683]],
  "e_above_lowest_ev": 5.634,
  "e_homo_ha": -0.3155,
  "smiles": "CN1C[C@@H]2NN=C[C@@H]21",
  "lumo_energy_ev": 0.932,
  "total_energy_ha": -359.9902
}

=====

[8]
{
  "formula": "C2H2ClP",
  "method": "wB97M-V/def2-TZVPD",
  "species": ["C", "C", "P", "Cl", "H", "H"],
  "coordinates": [[0.65163, -0.11616, -0.69464], [0.04933, 0.05248, 0.56248], [0.39699, -1.63550, -0.03064], [-2.27061, 0.64003, 0.17770], [1.04877, 0.45670, -1.39744], [0.12389, 0.60245, 1.38255]],
  "e_above_lowest_ev": 2.238,
  "e_homo_ha": -0.3403,
  "lumo_energy_ev": -1.536,
  "total_energy_ha": -878.8266
}